Entry 1:
12
Properties=species:S:1:pos:R:3:lowdin_charge:R:1 method="wB97M-V/def2-TZVPD" e_homo_ha=-0.35046 multiplicity=1 charge=0
O 2.44159 0.83911 0.13647 0.092
O 2.06961 -1.24217 0.06788 0.101
N 1.69942 -0.10860 0.05674 -0.411
C -0.96244 -1.22967 -0.24700 0.180
C -0.79785 -0.03710 0.67810 -0.198
C 0.36771 0.20675 -0.11104 -0.172
C -0.71041 1.22697 -0.14945 0.002
H -0.28354 2.13048 0.24082 0.109
H -1.08000 1.39543 -1.15141 0.108
H -1.36531 -1.13891 -1.15687 0.039
H -0.38169 -2.03295 -0.04430 0.041
H -0.99709 -0.00936 1.68006 0.110

---

Entry 2:
12
Properties=species:S:1:pos:R:3:lowdin_charge:R:1 method="wB97M-V/def2-TZVPD" e_homo_ha=-0.37528 multiplicity=1 charge=0
O 1.86477 1.22561 -0.11495 0.135
O 2.32092 0.50048 2.08601 0.161
N 0.69063 -1.28920 -0.00683 0.183
C 0.45871 0.96951 0.35998 -0.074
C -1.51048 -0.38359 -0.72067 -0.029
C -0.11846 -0.32153 -0.14272 -0.361
C 1.68992 0.80052 1.12902 -0.484
H -2.16601 0.39585 -0.31713 0.079
H -1.45786 -0.25008 -1.80873 0.090
H -0.13694 1.87841 0.41528 0.145
H 0.32239 -2.16393 -0.36704 0.071
H -1.95759 -1.36204 -0.51222 0.082

---

Entry 3:
12
Properties=species:S:1:pos:R:3:lowdin_charge:R:1 method="wB97M-V/def2-TZVPD" smiles="N/C(C=O)=C/C=O" e_homo_ha=-0.33763 multiplicity=1 charge=0
O 1.92781 -1.49438 -0.03952 0.015
O -2.28656 -0.93860 -0.19145 -0.101
N 1.60197 1.28882 0.17920 0.053
C 0.83717 -0.83941 0.08445 -0.213
C 0.55128 0.49014 0.02752 -0.460
C -2.10389 0.31330 0.26563 -0.110
C -0.75753 0.97757 -0.24790 0.026
H -3.01901 0.96723 0.69453 0.148
H 2.63935 0.86464 -0.22085 0.194
H 1.71209 2.29958 -0.44897 0.197
H -0.24068 -1.36040 0.37032 0.158
H -0.59766 2.02142 -0.57987 0.092

---

Entry 4:
12
Properties=species:S:1:pos:R:3:lowdin_charge:R:1 method="wB97M-V/def2-TZVPD" smiles="O/N=C1/CC=CO1" e_homo_ha=-0.33608 multiplicity=1 charge=0
O 2.89490 -0.38552 0.03549 -0.059
O 0.43845 -0.87620 -0.03068 -0.012
N 2.01000 0.76773 -0.15964 0.082
C -0.89306 -0.99386 -0.04802 -0.216
C -0.60114 1.09918 0.06542 -0.068
C -1.67611 0.00646 -0.20527 -0.043
C 0.74903 0.40149 -0.07565 -0.333
H 2.24195 -1.07084 -0.15721 0.052
H -0.83080 -2.26624 0.04857 0.213
H -2.77478 -0.23581 0.23824 0.175
H -0.73991 1.63636 0.92365 0.087
H -0.81853 1.91726 -0.63488 0.122

---

Entry 5:
12
Properties=species:S:1:pos:R:3:lowdin_charge:R:1 method="wB97M-V/def2-TZVPD" e_homo_ha=-0.35443 multiplicity=1 charge=0
O 0.40679 -0.06110 1.51123 0.078
O -0.37879 -3.11209 0.03525 0.094
N -0.61070 -0.36864 -0.58531 0.128
C 0.51042 1.72043 -1.11564 0.007
C -0.59024 1.00501 -0.86883 -0.229
C -0.12956 -0.78584 0.51035 -0.377
C -0.12512 -2.26043 0.84448 -0.170
H 0.13736 -2.48749 1.89587 0.129
H -1.57935 1.45616 -0.94042 0.111
H 0.42239 0.87265 1.23262 0.103
H 1.49530 1.25921 -1.10842 0.070
H 0.44151 2.76212 -1.41118 0.055

---

Entry 6:
12
Properties=species:S:1:pos:R:3:lowdin_charge:R:1 method="wB97M-V/def2-TZVPD" e_homo_ha=-0.33299 multiplicity=1 charge=0
O -1.33457 -0.33229 -1.53347 0.102
O 1.00296 -2.38889 0.00427 0.093
N -0.23856 0.03037 0.46334 -0.153
C 0.20596 -2.00449 -0.80966 -0.146
C -0.38518 1.46437 0.44348 -0.083
C 1.11721 0.40030 0.78098 0.076
C -0.52566 -0.66822 -0.69665 -0.421
H -0.06503 -2.56998 -1.72097 0.132
H 0.75067 1.81318 0.42055 0.107
H -0.91060 1.87360 1.30230 0.116
H 1.10237 0.56271 1.87702 0.055
H -0.71958 1.81934 -0.53119 0.121

---

Entry 7:
12
Properties=species:S:1:pos:R:3:lowdin_charge:R:1 method="wB97M-V/def2-TZVPD" smiles=Nc1cc(O)co1 e_homo_ha=-0.28873 multiplicity=1 charge=0
O 1.02786 0.85880 0.29238 0.047
O -0.68931 -1.97837 1.54418 0.054
N 0.41913 1.27239 -1.84228 0.173
C 0.76214 -0.05004 1.33921 -0.033
C -0.10264 -0.96273 0.87802 -0.410
C 0.22598 0.54129 -0.71154 -0.383
C -0.62628 -0.55666 -0.41767 -0.030
H 0.74504 2.22190 -1.72024 0.113
H -1.47528 -0.16921 0.14258 0.130
H -1.21194 -2.47160 0.89020 0.112
H -0.25615 1.15456 -2.58208 0.109
H 1.21506 0.17638 2.28373 0.117

---

Entry 8:
13
Properties=species:S:1:pos:R:3:lowdin_charge:R:1 method="wB97M-V/def2-TZVPD" e_homo_ha=-0.33413 multiplicity=1 charge=0
S 1.85643 -0.22672 -0.58188 0.906
O 2.41719 1.08542 -0.20991 -0.498
O -0.72820 -0.15347 -1.60581 0.004
N 2.04463 -1.05817 0.89830 -0.188
C -0.59988 0.41727 0.54208 -0.023
C -1.98568 0.08559 -1.19106 -0.115
C -1.97549 0.44735 0.10733 -0.042
C 0.09104 0.00850 -0.56948 -0.444
H -0.15173 0.71216 1.38164 0.068
H 2.71048 -0.51599 1.48851 0.075
H -2.76155 0.89571 0.63289 0.090
H 1.79622 -1.97915 1.10240 0.026
H -2.71345 0.28150 -1.99502 0.140

---

Entry 9:
13
Properties=species:S:1:pos:R:3:lowdin_charge:R:1 method="wB97M-V/def2-TZVPD" smiles="C=C1OCC(=S)N1O" e_homo_ha=-0.31919 multiplicity=1 charge=0
S -2.92713 -0.18088 0.00275 0.681
O 0.73877 1.31591 -0.00901 0.013
O -0.45042 -1.96822 -0.01163 0.060
N -0.31187 -0.62280 0.00468 -0.124
C 2.12035 -0.65445 -0.00127 0.101
C -1.33097 0.22418 -0.00788 -0.754
C -0.66634 1.58164 -0.00636 -0.117
C 0.95681 -0.02047 0.00560 -0.346
H -1.42438 -2.09357 -0.01825 0.065
H 2.13906 -1.76880 0.01894 0.084
H -0.94609 2.15414 -0.89278 0.136
H 3.03473 -0.09653 0.00621 0.063
H -0.93253 2.12984 0.90901 0.139

---

Entry 10:
13
Properties=species:S:1:pos:R:3:lowdin_charge:R:1 method="wB97M-V/def2-TZVPD" e_homo_ha=-0.36479 multiplicity=1 charge=0
O -0.72280 0.94969 0.14841 -0.109
O 0.53556 -0.80273 -0.91395 0.008
O -1.60459 -1.20178 -1.56667 0.044
N -0.13603 1.97976 1.13707 0.113
C 0.09644 -0.31794 0.25004 -0.471
C -0.36250 -1.28000 -1.80658 -0.226
C 1.11721 -0.23063 1.25131 -0.110
C 1.02066 1.33436 1.46170 -0.138
H 2.05925 -0.62433 0.79297 0.135
H -0.63233 -1.14300 0.61322 0.175
H 1.61338 1.71540 2.67760 0.196
H 0.34254 -1.70243 -2.65892 0.185
H 0.67316 -0.70015 2.33448 0.197